This record from the OMol25 dataset describes a 9-piece molecular cluster, C36H96N6O12 overall in a non-equilibrium geometry. The level of theory is wB97M-V/def2-TZVPD.

As for the relative energy (zero: lowest compared OMol25 entry of this formula, charge and spin): 172.67 kJ/mol. The calculation puts the energy at -72392.4803 eV. The strongest force on any atom is 2.39 eV/Å. The structure (SMILES) is COC[C@H](C)N.COC[C@H](C)N.COC[C@H](C)N.COCCNCCOC.COCCNCCOC.COCCNCCOC.CCO.CCO.CCO. The multiplicity is 1.

Last column: Mulliken charge in e.
Element x y z (Å)
C -0.02992 0.56047 -0.10936  -0.90
C -1.42242 1.13177 0.08059  1.29
O -2.42314 0.43207 -0.56367  0.89
H 0.67946 1.21563 0.40250  0.22
H 0.39956 0.47440 -1.11369  -0.39
H 0.14307 -0.43532 0.30460  -0.02
H -1.43445 2.22408 -0.07946  -0.21
H -1.60474 1.12741 1.17250  -0.25
H -3.30455 0.77679 -0.34358  -0.45
C -5.61831 -0.48250 -1.56113  -0.48
C -5.59851 -1.72463 -0.67205  -0.03
O -5.42851 -2.85579 -1.55148  -0.62
H -6.49172 -0.39015 -2.20843  0.48
H -4.72521 -0.46862 -2.18734  -0.09
H -5.61993 0.46085 -1.00672  -0.13
H -6.50459 -1.81392 -0.07114  0.49
H -4.75933 -1.62939 0.02143  -0.03
H -5.35761 -3.58265 -0.91703  0.32
C 4.16295 0.77605 -1.25778  -0.16
C 3.88826 2.12285 -1.92588  -0.63
O 2.79876 2.73377 -1.25716  -0.23
H 5.00189 0.24176 -1.71339  0.19
H 3.33662 0.08517 -1.42809  -0.27
H 4.37641 0.92527 -0.20042  0.31
H 3.69944 1.94707 -2.98566  0.28
H 4.81001 2.70578 -1.83457  0.30
H 2.07817 2.76339 -1.91037  0.09
C -1.30775 0.12575 5.83001  -0.85
O -0.86585 0.92624 4.76010  0.01
C -0.16675 2.06661 5.21510  -0.98
C 0.03153 3.06443 4.09068  0.35
N 0.19492 4.44449 4.59856  -0.43
C -0.18033 5.44023 3.61141  -0.72
C 0.78561 5.47973 2.40069  -0.52
O 0.17274 4.91049 1.27152  -0.01
C 1.02327 4.84251 0.14451  -0.47
H -0.46044 -0.28026 6.39307  0.33
H -1.84825 -0.70687 5.37801  0.19
H -1.99905 0.65906 6.49073  0.34
H 0.75593 1.75807 5.72520  0.35
H -0.75832 2.59338 5.97445  0.38
H -0.91159 3.04164 3.53294  -0.31
H 0.79864 2.87240 3.33289  0.26
H 1.18726 4.50021 4.79804  0.30
H -0.20362 6.43729 4.05979  0.34
H -1.23287 5.33613 3.34197  0.32
H 1.73077 4.96317 2.60845  0.38
H 1.11748 6.52450 2.31136  0.37
H 1.06409 5.77876 -0.41528  0.30
H 0.58022 4.06217 -0.48162  -0.45
H 2.00893 4.41068 0.33528  0.55
C -4.20115 -0.95894 3.31479  -0.82
O -4.71963 -0.05398 2.39467  -0.31
C -4.44707 1.31538 2.67990  0.64
C -5.07135 2.18434 1.61121  -1.33
N -4.15663 2.49730 0.51734  0.33
C -4.80606 3.28593 -0.52710  -1.13
C -3.84406 3.83775 -1.57988  0.29
O -3.19944 4.89331 -0.89652  -0.42
C -2.21171 5.62515 -1.60871  -0.14
H -4.37977 -1.98315 2.98394  0.33
H -4.66808 -0.88775 4.30653  0.37
H -3.11469 -0.85236 3.43725  0.16
H -3.35151 1.36116 2.61309  -0.67
H -4.79885 1.62083 3.66824  0.60
H -5.33281 3.11202 2.14587  0.45
H -6.01520 1.75691 1.27056  0.43
H -3.37860 2.98952 0.94195  -0.04
H -5.22770 4.16372 -0.02134  0.44
H -5.61796 2.69742 -0.95613  0.59
H -4.50274 4.27092 -2.34664  0.62
H -3.18359 3.11780 -2.06976  -0.54
H -2.60462 5.75759 -2.62278  0.38
H -1.26388 5.08662 -1.53521  -0.29
H -2.12150 6.58346 -1.09884  0.26
C 2.38566 -0.25473 2.09930  -0.89
O 2.25273 -1.42993 1.32883  0.20
C 3.49244 -2.11539 1.16736  -0.53
C 3.28028 -3.53066 0.65624  -0.66
N 2.75399 -4.35130 1.76215  -0.01
C 3.75228 -4.84327 2.70706  -0.64
C 3.03016 -5.52723 3.84289  -0.59
O 2.40992 -4.53628 4.63789  -0.32
C 1.25140 -4.99202 5.33361  -0.58
H 2.83248 -0.48509 3.07739  0.42
H 1.42742 0.22218 2.26861  0.10
H 3.10246 0.48216 1.71795  0.20
H 4.03256 -2.05991 2.11648  0.51
H 4.02167 -1.54005 0.39110  0.16
H 4.24507 -3.87498 0.28735  0.34
H 2.51680 -3.48275 -0.12175  -0.02
H 2.11589 -3.74685 2.26968  0.05
H 4.45095 -4.10323 3.11714  0.33
H 4.36395 -5.61849 2.23473  0.41
H 3.75784 -6.10338 4.43414  0.40
H 2.31448 -6.25467 3.44517  0.36
H 1.17273 -4.47747 6.28797  0.27
H 1.28224 -6.06501 5.54117  0.34
H 0.40741 -4.79914 4.66627  0.11
C -0.60489 -4.06965 -2.26072  -1.42
C -1.84199 -3.73369 -1.42361  0.13
C -1.53400 -3.49314 0.06550  0.55
O -1.09129 -4.74795 0.58523  -0.47
C -0.75537 -4.69995 1.95488  -0.70
N -2.42191 -2.52596 -2.05781  -0.36
H -0.13254 -4.96894 -1.84309  0.47
H 0.14596 -3.28274 -2.16204  -0.07
H -0.87790 -4.25515 -3.29393  0.41
H -2.50330 -4.60282 -1.41928  0.46
H -2.40446 -3.14139 0.62586  0.35
H -0.68668 -2.79949 0.13500  -0.44
H -0.35995 -3.72127 2.23842  0.21
H 0.01594 -5.45751 2.10841  0.27
H -1.54576 -4.99640 2.65491  0.34
H -2.14697 -1.63790 -1.64704  -0.18
H -3.42247 -2.63237 -1.88437  0.28
C -0.66606 4.04560 -4.88710  -1.88
C -0.19430 3.18124 -3.74112  1.40
C -0.89034 1.87898 -3.48824  0.60
O -0.68287 1.01526 -4.58796  -0.54
C -1.38109 -0.20799 -4.47987  -0.51
N 1.26402 2.91536 -3.90640  -0.37
H 0.01179 4.89238 -4.99050  0.46
H -1.70884 4.36579 -4.80595  0.35
H -0.61314 3.53940 -5.85754  0.35
H -0.33120 3.83848 -2.87487  -0.85
H -1.97309 2.04569 -3.38194  0.36
H -0.56572 1.36052 -2.57840  -0.64
H -2.42237 -0.03311 -4.18817  0.24
H -0.95089 -0.82826 -3.68889  0.03
H -1.38542 -0.72656 -5.43279  0.38
H 1.34740 2.14596 -4.56124  0.27
H 1.79161 3.70873 -4.23883  0.21
C 6.18643 -2.16670 -5.07122  -1.49
C 6.01045 -2.52968 -3.60407  0.76
C 4.56754 -2.83598 -3.24871  -0.09
O 3.87481 -1.60811 -3.35108  -0.25
C 2.46818 -1.77404 -3.30049  -0.42
N 6.81512 -3.76577 -3.37477  -0.73
H 5.70538 -1.20475 -5.25238  0.24
H 5.83673 -3.02912 -5.63905  0.35
H 7.22562 -2.02167 -5.37562  0.43
H 6.49800 -1.82030 -2.93021  0.27
H 4.54655 -3.17486 -2.20573  -0.36
H 4.17916 -3.61342 -3.91075  0.38
H 1.95575 -0.81282 -3.32624  0.29
H 2.25538 -2.32831 -2.38153  -0.09
H 2.03820 -2.31977 -4.14843  0.42
H 7.80766 -3.59604 -3.30608  0.25
H 6.54467 -4.27577 -2.54236  0.19

Atomic forces in eV per Å
C 0.782 -0.149 -0.140
C 0.518 0.726 1.687
O -0.311 -0.979 -1.212
H -0.100 0.079 0.067
H -0.574 0.263 -0.188
H -0.495 0.014 0.224
H 0.052 -0.129 -0.809
H 0.086 -0.316 -0.020
H 0.325 0.454 0.327
C -0.067 0.374 0.056
C 0.103 0.930 -0.775
O -0.199 0.010 1.207
H -0.034 -0.490 -0.047
H 0.011 -0.091 -0.041
H 0.149 -0.259 0.387
H -0.153 -0.069 -0.099
H 0.121 -0.136 0.000
H -0.010 -0.300 -0.549
C 0.196 -0.250 -0.526
C 0.590 -1.152 0.576
O -0.059 0.292 -0.502
H 0.201 0.311 0.002
H -0.255 0.177 0.429
H -0.178 -0.102 0.059
H -0.205 0.250 -0.060
H -0.262 0.420 -0.026
H 0.050 0.046 -0.075
C -0.041 -0.397 -0.407
O 0.024 0.243 -0.173
C 0.201 0.193 0.454
C -0.879 0.660 -0.598
N -0.201 -0.984 0.381
C 0.744 0.372 -0.075
C -0.396 0.436 0.537
O 0.296 0.397 0.053
C -0.477 -1.098 -0.406
H -0.051 0.088 0.155
H 0.033 -0.023 0.114
H 0.137 0.116 0.075
H 0.160 0.008 -0.184
H -0.092 -0.019 -0.024
H 0.010 0.010 0.001
H 0.143 -0.637 0.247
H -0.046 0.603 0.178
H 0.443 -0.100 0.325
H 0.158 -0.558 -0.442
H -0.107 -0.369 0.264
H -0.317 0.107 -0.817
H 0.178 0.130 0.137
H -0.147 0.268 -0.249
H 0.146 0.479 0.396
C 0.443 -0.436 0.586
O -0.877 0.110 -0.320
C 0.665 -1.087 -0.700
C 0.087 0.844 0.682
N -0.257 -1.117 -0.132
C 0.564 0.090 0.625
C -1.179 0.651 0.414
O 0.429 -0.046 0.424
C -0.842 -0.558 0.332
H -0.119 0.141 -0.323
H -0.006 0.274 -0.005
H -0.012 0.148 -0.028
H 0.026 0.666 0.409
H 0.002 -0.236 0.128
H -0.254 0.145 -0.209
H 0.144 -0.178 -0.206
H 0.067 0.257 -0.405
H -0.372 0.187 -0.452
H 0.093 -0.018 -0.127
H 0.209 -0.026 -0.286
H 0.167 -0.102 0.401
H 0.625 0.179 -0.160
H 0.040 0.198 -0.442
H 0.072 0.015 -0.135
C 0.865 -0.062 0.840
O -0.407 -0.156 0.210
C 0.063 1.243 -1.160
C -0.558 0.731 1.597
N 0.480 -0.165 -0.361
C -0.315 -0.549 -0.240
C 0.486 -0.128 0.204
O -0.143 -0.199 0.427
C 0.288 -0.080 -0.661
H -0.308 -0.270 0.163
H -0.176 -0.176 -0.190
H -0.225 -0.056 -0.703
H 0.224 -0.281 -0.037
H 0.434 -0.088 0.268
H -0.152 -0.420 -0.113
H 0.229 -0.166 -0.263
H -0.134 -0.121 0.054
H -0.094 0.228 -0.006
H -0.009 0.113 -0.239
H -0.072 0.117 0.139
H -0.167 0.205 -0.085
H -0.092 0.237 -0.124
H 0.146 -0.022 -0.018
H -0.351 0.000 0.401
C 0.329 -0.912 1.350
C 0.947 1.264 -0.062
C 0.832 -0.983 -0.697
O -0.363 0.189 0.406
C 0.545 -0.591 0.026
N -1.349 -1.038 0.279
H -0.001 0.010 -0.224
H -0.162 0.212 -0.266
H -0.002 0.186 -0.089
H -0.417 0.280 -0.459
H -0.077 0.222 -0.113
H -0.229 0.371 0.198
H 0.027 0.047 0.042
H 0.226 0.190 -0.040
H -0.497 0.330 -0.323
H 0.239 -0.210 0.348
H 0.077 0.612 -0.400
C -0.586 -0.436 -1.202
C 1.453 0.994 0.010
C -0.818 -0.710 -0.265
O 0.215 0.209 -0.632
C -0.254 0.158 0.692
N -0.580 -0.652 0.875
H -0.253 0.276 0.228
H 0.127 0.216 0.265
H 0.084 -0.260 0.175
H 0.156 -0.473 0.319
H 0.055 0.082 0.043
H 0.134 0.431 0.004
H -0.080 0.037 -0.045
H 0.053 -0.180 -0.125
H 0.274 0.043 -0.085
H 0.189 0.089 -0.088
H -0.166 0.118 -0.161
C 0.178 0.371 0.399
C 1.975 -1.337 0.158
C 0.707 1.016 0.324
O -0.575 -0.023 -0.699
C 0.050 -0.305 0.208
N -0.577 -0.673 -0.251
H -0.426 -0.319 -0.411
H -0.398 0.368 -0.304
H 0.142 -0.117 0.402
H -0.883 0.790 -0.118
H -0.248 -0.248 0.033
H -0.135 -0.001 -0.062
H 0.323 0.199 0.351
H -0.497 0.134 0.039
H 0.396 -0.279 -0.073
H -0.014 0.251 -0.094
H -0.078 0.167 0.045